[1]
# C25H32AsF9IrN4S2

A structure of composition C25H32AsF9IrN4S2 (ωB97M-V/def2-TZVPD, the Open Molecules 2025 dataset).

The geometry in ORCA input format:
```
! RIJCOSX wB97M-V def2-TZVPD def2/J DEFGRID3
* xyz 1 1
Ir 0.721 0.006 0.228
C 0.237 -0.495 3.376
N 0.542 0.579 2.418
C 1.754 1.291 2.852
C -0.592 1.529 2.366
C -1.741 0.987 1.549
N -1.265 0.700 0.219
C -2.038 0.578 -0.868
C -1.425 0.050 -2.023
F -0.089 -0.274 -1.922
C -2.078 -0.164 -3.212
F -1.399 -0.680 -4.239
C -3.416 0.157 -3.351
C -4.046 0.716 -2.255
F -5.324 1.079 -2.352
C -3.394 0.930 -1.054
F -4.090 1.538 -0.066
H 0.018 -0.063 4.357
H 1.085 -1.169 3.476
H -0.622 -1.070 3.046
H 2.020 2.051 2.119
H 2.576 0.586 2.966
H 1.586 1.773 3.820
H -0.235 2.454 1.913
H -0.951 1.748 3.377
H -2.128 0.059 1.992
H -2.547 1.717 1.579
H -3.941 -0.008 -4.280
C 2.735 -0.676 -2.059
C 4.089 -1.342 -2.438
N 5.097 -0.950 -1.464
C 4.810 -1.558 -0.180
C 3.358 -1.181 0.236
N 2.837 -0.128 -0.687
C 3.801 0.990 -0.695
C 5.129 0.498 -1.340
H 1.920 -1.395 -2.111
H 2.502 0.152 -2.731
H 4.403 -1.028 -3.433
H 4.000 -2.429 -2.433
H 5.533 -1.198 0.552
H 4.912 -2.640 -0.269
H 3.341 -0.795 1.257
H 2.707 -2.053 0.175
H 3.955 1.328 0.332
H 3.382 1.823 -1.253
H 5.986 0.786 -0.730
H 5.257 0.924 -2.336
C -1.741 4.503 0.056
As -0.345 3.993 -1.184
C -1.209 3.372 -2.800
C 0.548 5.622 -1.716
S 1.160 2.765 -0.362
H -2.383 5.241 -0.424
H -1.296 4.945 0.946
H -2.340 3.639 0.342
H -1.865 4.167 -3.155
H -1.790 2.469 -2.622
H -0.448 3.170 -3.553
H -0.172 6.319 -2.140
H 1.300 5.371 -2.462
H 1.041 6.072 -0.856
F 2.308 -7.460 -0.158
C 1.780 -6.264 0.026
C 1.743 -5.349 -1.015
F 2.240 -5.671 -2.205
C 1.182 -4.102 -0.813
F 1.170 -3.236 -1.829
C 0.639 -3.723 0.413
S -0.266 -2.249 0.642
C 0.709 -4.658 1.451
F 0.237 -4.338 2.652
C 1.262 -5.912 1.264
F 1.298 -6.783 2.265
*
```

## Properties
E_tot: -5225.8075 Eh
ΔE to the lowest compared entry with this formula, charge and spin: 100.09 kJ/mol
HOMO energy (spin up / spin down): -0.3799 / -0.3799 hartree
HOMO-LUMO gap (spin up / spin down): 6.33 / 6.33 eV

[2]
# C34H57N3O3SiYb

A structure of composition C34H57N3O3SiYb (ωB97M-V/def2-TZVPD, the Open Molecules 2025 dataset).

The geometry in ORCA input format:
```
! RIJCOSX wB97M-V def2-TZVPD def2/J DEFGRID3
* xyz 1 2
O 0.603 2.145 0.820
O 4.805 1.029 0.025
C 1.032 3.116 -0.193
C 0.477 4.522 -0.032
H 0.722 2.648 -1.140
H 2.132 3.131 -0.136
H -0.616 4.556 0.012
H 0.781 5.118 -0.899
H 0.897 5.015 0.848
C 1.261 2.235 2.145
C 2.631 2.872 2.122
H 1.305 1.186 2.473
H 0.587 2.748 2.852
H 3.312 2.336 1.452
H 3.042 2.802 3.133
H 2.605 3.938 1.860
C 4.690 -0.126 0.868
C 5.276 0.806 -1.320
C 5.521 0.086 2.128
H 4.992 -1.057 0.395
H 3.618 -0.165 1.083
H 6.554 0.281 1.845
H 5.502 -0.808 2.746
H 5.139 0.932 2.714
C 6.788 0.826 -1.293
H 4.858 1.635 -1.899
H 4.919 -0.137 -1.754
H 7.136 1.663 -0.691
H 7.245 0.889 -2.271
H 7.121 -0.107 -0.830
H 3.146 -1.135 -1.974
N -2.817 0.455 -0.578
C -3.582 -0.503 -1.085
C -3.228 -1.860 -1.000
C -2.321 -2.444 -0.096
C -4.849 -0.162 -1.827
H -4.645 0.466 -2.709
H -5.560 0.367 -1.171
H -5.324 -1.094 -2.161
C -2.243 -3.958 -0.149
H -2.876 -4.412 0.633
H -1.214 -4.326 -0.017
H -2.616 -4.310 -1.120
N -1.619 -1.772 0.819
C -3.147 1.836 -0.617
C -2.543 2.669 -1.588
C -1.611 2.131 -2.625
C -2.822 4.038 -1.575
H -2.367 4.678 -2.333
C -3.670 4.582 -0.603
H -3.889 5.651 -0.613
C -4.244 3.763 0.366
H -4.909 4.172 1.126
C -3.980 2.398 0.387
C -4.587 1.547 1.462
C -1.306 -2.383 2.057
C 0.017 -2.797 2.335
C 1.079 -2.789 1.287
C 0.323 -3.286 3.596
H 1.355 -3.568 3.821
C -0.671 -3.422 4.577
H -0.417 -3.797 5.565
C -2.001 -3.099 4.263
H -2.793 -3.238 5.002
C -2.331 -2.589 3.016
C -3.756 -2.282 2.702
Yb -1.082 0.652 0.983
H -0.576 2.443 -2.426
H -1.871 2.522 -3.621
H -1.618 1.039 -2.679
H -4.430 0.471 1.310
H -5.673 1.718 1.505
H -4.185 1.802 2.455
H 1.971 -2.250 1.638
H 0.756 -2.334 0.349
H 1.423 -3.812 1.057
H -3.881 -1.303 2.238
H -4.332 -2.274 3.629
H -4.202 -3.031 2.042
H -3.795 -2.547 -1.625
C 2.126 -0.799 -2.066
Si 1.344 -1.815 -3.455
H 2.165 0.299 -2.258
H 1.634 -0.999 -1.099
C 1.876 -0.786 -4.928
C -0.506 -2.022 -3.382
C 2.204 -3.462 -3.124
H 3.039 -3.293 -2.416
H 2.619 -3.913 -4.042
H 1.532 -4.202 -2.649
H 1.224 0.091 -5.057
H 1.946 -1.315 -5.890
H 2.879 -0.408 -4.671
H -1.064 -1.120 -3.119
H -0.827 -2.772 -2.662
H -0.912 -2.363 -4.362
O -2.996 0.500 4.928
C -2.235 0.721 4.038
N -1.468 0.916 3.125
*
```

## Properties
E_tot: -3167.7948 Eh
Expectation value of S²: 0.7509
ΔE to the lowest compared entry with this formula, charge and spin: 0.00 kJ/mol
HOMO energy (spin up / spin down): -0.3895 / -0.3896 hartree
HOMO-LUMO gap (spin up / spin down): 7.60 / 6.40 eV

[3]
# C2H4FOP

A cluster of 2 separate species, C2H4FOP in total (ωB97M-V/def2-TZVPD, the Open Molecules 2025 dataset).

The geometry in ORCA input format:
```
! RIJCOSX wB97M-V def2-TZVPD def2/J DEFGRID3
* xyz 0 1
C -0.300 1.604 -1.072
C 0.220 1.288 0.086
O 0.191 0.620 1.052
H 0.142 1.207 -1.971
H -1.145 2.422 -0.946
F 0.975 -1.889 -0.563
P -0.296 -2.178 0.710
H 0.720 -2.277 1.569
H -0.508 -0.797 1.137
*
```

## Properties
SMILES: C=C=O.FP
E_tot: -594.9523 Eh
ΔE to the lowest compared entry with this formula, charge and spin: 252.26 kJ/mol
HOMO energy: -0.3407 hartree
HOMO-LUMO gap: 9.64 eV

[4]
# C7H9N2

A structure of composition C7H9N2 (ωB97M-V/def2-TZVPD, the Open Molecules 2025 dataset).

The geometry in ORCA input format:
```
! RIJCOSX wB97M-V def2-TZVPD def2/J DEFGRID3
* xyz 1 1
C -0.085 -3.384 -0.677
C 0.755 -2.554 -0.282
C -0.491 -2.183 -1.461
C -0.684 0.287 -1.266
C 1.063 0.231 -0.269
C -0.628 1.567 1.663
C 0.767 1.483 0.700
N 0.951 -0.867 0.511
N -0.752 -1.026 -1.773
H -0.286 -4.475 -0.585
H -1.340 0.614 -0.547
H -0.675 1.017 -1.981
H 1.679 0.276 -1.166
H -1.245 2.283 1.197
H -0.244 1.972 2.519
H -1.152 0.661 1.907
H 1.627 1.700 1.352
H 0.739 2.398 0.156
*
```

## Properties
E_tot: -381.0062 Eh
ΔE to the lowest compared entry with this formula, charge and spin: 1043.60 kJ/mol
HOMO energy (spin up / spin down): -0.5186 / -0.5128 hartree
HOMO-LUMO gap (spin up / spin down): 7.77 / 7.72 eV

[5]
# C22H40BClFN5O8

A cluster of 5 separate species, C22H40BClFN5O8 in total (ωB97M-V/def2-TZVPD, the Open Molecules 2025 dataset).

The geometry in ORCA input format:
```
! RIJCOSX wB97M-V def2-TZVPD def2/J DEFGRID3
* xyz 0 1
C -0.076 1.697 2.481
O -0.500 0.640 1.633
C -1.906 0.594 1.527
C -2.380 -0.756 1.032
C -2.098 -1.964 1.567
B -1.186 -2.160 2.857
O -1.146 -1.159 3.803
N -0.469 -3.418 3.036
C 0.844 -3.377 2.396
C -0.433 -3.906 4.414
C -2.663 -3.166 0.859
O -2.141 -4.246 0.779
C -3.983 -2.937 0.154
F -4.773 -3.988 0.021
C -4.250 -1.747 -0.388
Cl -5.676 -1.423 -1.292
C -3.207 -0.691 -0.237
O -2.992 0.144 -1.072
H -0.474 1.556 3.501
H 1.016 1.692 2.518
H -0.449 2.662 2.105
H -2.245 1.362 0.814
H -2.394 0.798 2.496
H -0.225 -1.002 4.062
H 1.106 -4.326 1.907
H 0.867 -2.597 1.621
H 1.628 -3.128 3.131
H -1.381 -3.691 4.915
H -0.287 -4.995 4.416
H 0.391 -3.458 4.996
C 4.534 2.941 3.940
N 3.640 3.942 3.398
C 4.016 4.661 2.192
C 2.460 4.238 3.979
O 1.679 5.073 3.568
H 5.497 3.383 4.204
H 4.703 2.142 3.215
H 4.092 2.508 4.835
H 4.069 5.732 2.387
H 3.279 4.498 1.405
H 4.987 4.306 1.856
H 2.261 3.636 4.883
C 5.702 -2.142 2.070
N 4.601 -1.261 1.736
C 4.660 -0.479 0.509
C 3.508 -1.157 2.509
O 2.557 -0.431 2.279
H 6.627 -1.576 2.187
H 5.846 -2.891 1.289
H 5.486 -2.654 3.006
H 4.593 0.585 0.730
H 3.829 -0.737 -0.147
H 5.599 -0.686 0.002
H 3.547 -1.803 3.402
C -0.826 1.432 -5.259
N -0.167 2.034 -4.120
C -0.737 1.853 -2.794
C 0.962 2.757 -4.245
O 1.556 3.279 -3.321
H -1.843 1.820 -5.361
H -0.879 0.348 -5.155
H -0.273 1.666 -6.167
H -0.976 2.822 -2.354
H -0.019 1.359 -2.139
H -1.638 1.252 -2.863
H 1.310 2.835 -5.290
C -5.715 -0.367 -4.943
N -4.638 -0.793 -5.811
C -4.497 -0.196 -7.127
C -3.758 -1.745 -5.439
O -2.843 -2.142 -6.134
H -6.682 -0.558 -5.414
H -5.638 0.698 -4.714
H -5.661 -0.928 -4.012
H -4.573 -0.957 -7.904
H -3.526 0.288 -7.228
H -5.284 0.543 -7.266
H -3.948 -2.137 -4.425
*
```

## Properties
SMILES: COCC1=C(B(O)N(C)C)C(=O)C(F)=C(Cl)C1=O.CN(C)C=O.CN(C)C=O.CN(C)C=O.CN(C)C=O
E_tot: -2322.8952 Eh
HOMO energy: -0.3207 hartree
HOMO-LUMO gap: 7.46 eV

[6]
# C9H13NO8

The molecule C9H13NO8 (ωB97M-V/def2-TZVPD, the Open Molecules 2025 dataset).

The geometry in ORCA input format:
```
! RIJCOSX wB97M-V def2-TZVPD def2/J DEFGRID3
* xyz 0 1
C -2.132 2.105 -1.393
C -1.143 1.952 -0.255
C -0.374 0.607 -0.329
O -1.430 -0.331 -0.358
O -0.928 -1.678 -0.917
O -0.982 -2.596 0.097
N -1.393 -4.031 -0.572
O -1.489 -4.028 -1.773
O -1.521 -4.851 0.304
C 0.485 0.433 -1.559
C 1.817 0.373 -1.523
C 2.504 0.235 -0.178
O 2.637 1.461 0.508
O 1.350 1.576 1.319
C 0.558 0.441 1.025
C -0.317 0.279 2.273
C 1.653 -0.597 0.763
O 2.431 -0.984 1.847
H -2.648 3.066 -1.307
H -1.626 2.083 -2.365
H -2.876 1.301 -1.350
H -0.415 2.776 -0.259
H -1.683 2.002 0.700
H -0.077 0.416 -2.495
H 2.450 0.382 -2.408
H 3.538 -0.110 -0.269
H -0.952 -0.613 2.185
H 0.324 0.198 3.160
H -0.948 1.168 2.386
H 1.281 -1.508 0.280
H 1.906 -1.526 2.463
*
```

## Properties
SMILES: CC[C@@]1(OOO[N+](=O)[O-])C=C[C@H]2OO[C@]1(C)[C@@H]2O
E_tot: -1006.9576 Eh
ΔE to the lowest compared entry with this formula, charge and spin: 25.53 kJ/mol
HOMO energy: -0.3471 hartree
HOMO-LUMO gap: 8.74 eV

[7]
# C4H9NO

The molecule C4H9NO (ωB97M-V/def2-TZVPD, the Open Molecules 2025 dataset).

The geometry in ORCA input format:
```
! RIJCOSX wB97M-V def2-TZVPD def2/J DEFGRID3
* xyz 0 1
C -2.266 -0.230 -0.185
O -0.868 -0.616 0.155
C -0.123 0.354 0.561
C 0.506 1.312 -0.447
C 1.303 0.223 0.230
N 1.699 -0.954 -0.311
H -3.086 -0.718 0.443
H -2.445 -0.461 -1.202
H -2.424 0.847 -0.138
H -0.353 0.924 1.547
H 0.265 1.150 -1.507
H 0.784 2.327 -0.066
H 1.789 0.639 1.045
H 1.272 -1.752 0.115
H 2.727 -1.296 -0.255
*
```

## Properties
SMILES: CO[C@@H]1C[C@@H]1N
E_tot: -287.6981 Eh
ΔE to the lowest compared entry with this formula, charge and spin: 352.65 kJ/mol
HOMO energy: -0.3097 hartree
HOMO-LUMO gap: 9.54 eV

[8]
# C18H26FN3

A cluster of 4 separate species, C18H26FN3 in total (ωB97M-V/def2-TZVPD, the Open Molecules 2025 dataset).

The geometry in ORCA input format:
```
! RIJCOSX wB97M-V def2-TZVPD def2/J DEFGRID3
* xyz 0 1
F 1.302 3.134 1.222
C 2.679 3.022 1.289
C 3.294 1.918 1.785
C 4.699 1.919 1.906
C 5.423 3.090 1.566
C 4.746 4.126 1.068
C 3.350 4.142 0.879
H 2.816 0.981 2.030
H 5.311 1.061 2.141
H 6.502 3.087 1.608
H 5.103 5.096 0.755
H 2.802 5.045 0.652
C -1.418 7.732 -4.524
C -1.166 6.836 -5.806
C -2.414 6.342 -6.449
C -3.431 5.679 -5.598
N -4.266 5.163 -4.922
H -1.962 8.552 -4.992
H -0.498 8.080 -4.054
H -2.049 7.276 -3.762
H -0.523 6.000 -5.531
H -0.601 7.368 -6.572
H -2.135 5.588 -7.184
H -2.904 7.213 -6.884
C 4.779 -7.179 4.094
C 3.287 -7.507 3.946
C 2.918 -8.831 3.131
C 3.578 -10.088 3.680
N 4.030 -11.059 4.083
H 5.199 -6.568 3.295
H 5.471 -8.004 4.261
H 4.779 -6.482 4.932
H 3.026 -6.570 3.453
H 2.762 -7.407 4.896
H 3.314 -8.826 2.115
H 1.859 -8.991 2.931
C -6.905 -2.075 -0.571
C -6.398 -1.389 0.669
C -4.884 -1.243 0.880
C -4.125 -2.431 0.930
N -3.560 -3.463 1.023
H -7.986 -1.940 -0.545
H -6.560 -3.098 -0.724
H -6.524 -1.498 -1.412
H -6.683 -1.975 1.543
H -6.944 -0.451 0.768
H -4.696 -0.775 1.847
H -4.398 -0.599 0.148
*
```

## Properties
SMILES: Fc1ccccc1.CCCC#N.CCCC#N.CCCC#N
E_tot: -965.5105 Eh
ΔE to the lowest compared entry with this formula, charge and spin: 124.28 kJ/mol
HOMO energy: -0.3517 hartree
HOMO-LUMO gap: 10.28 eV